70
Properties=species:S:1:pos:R:3:forces:R:3 method="wB97M-V/def2-TZVPD" multiplicity=2 s_squared=0.752 total_charge=0 homo_lumo_gap_ev="8.64 / 8.42" largest_force_ha_per_bohr=0.0076
Cu 0.2937 -0.0002 0.3171 0.2739 -0.0024 0.2793
C 2.1191 -0.0006 3.2537 0.0331 0.0005 -0.0551
C 0.6282 0.0001 3.3498 0.1716 0.0013 0.1875
C -0.1446 0.0004 4.5147 -0.1024 -0.0007 -0.0798
C -1.4615 0.0008 4.0804 -0.0390 -0.0006 -0.0147
C -2.7221 0.0011 4.8796 0.0229 0.0004 0.0255
N -1.4502 0.0007 2.7383 0.0644 0.0012 -0.0584
N -0.1731 0.0005 2.2893 -0.1911 -0.0024 -0.2294
B -2.6396 0.0004 1.7341 0.0194 -0.0003 0.0279
N -2.5720 -1.2548 0.8490 -0.0036 0.0019 -0.0473
N -1.5540 -1.4199 -0.0361 0.0155 0.0021 0.0079
C -1.8579 -2.4739 -0.7762 -0.0101 -0.0581 -0.0349
C -0.9853 -2.9442 -1.8930 -0.0315 0.0189 -0.0266
C -3.0878 -3.0167 -0.3658 0.0097 0.0358 0.0038
C -3.5130 -2.2055 0.6637 0.0051 -0.0017 0.0630
C -4.7672 -2.2834 1.4699 -0.0002 -0.0151 -0.0121
N -2.5735 1.2559 0.8496 -0.0035 -0.0025 -0.0487
N -1.5560 1.4217 -0.0358 0.0145 0.0013 0.0088
C -1.8601 2.4766 -0.7745 -0.0136 0.0575 -0.0372
C -0.9871 2.9483 -1.8905 -0.0329 -0.0194 -0.0264
C -3.0900 3.0189 -0.3635 0.0101 -0.0347 0.0055
C -3.5148 2.2066 0.6654 0.0067 0.0024 0.0631
C -4.7687 2.2836 1.4723 0.0009 0.0135 -0.0129
H 2.5418 -0.0008 4.2569 0.0352 -0.0001 -0.0139
H 2.4934 -0.8775 2.7238 -0.0410 -0.0131 -0.0023
H 2.4943 0.8761 2.7240 -0.0410 0.0134 -0.0027
H 0.2069 0.0003 5.5324 -0.0011 0.0000 0.0061
H -2.4806 0.0011 5.9410 0.0011 0.0000 -0.0018
H -3.3291 0.8801 4.6633 0.0001 0.0031 0.0021
H -3.3295 -0.8777 4.6634 0.0002 -0.0032 0.0022
H -3.6575 -0.0005 2.3598 -0.0001 0.0001 0.0114
H -0.3134 -2.1538 -2.2231 0.0029 0.0159 0.0097
H -0.3903 -3.8133 -1.6055 0.0089 0.0128 0.0147
H -1.6000 -3.2321 -2.7462 0.0151 -0.0257 -0.0007
H -3.5985 -3.8723 -0.7755 -0.0169 0.0067 -0.0042
H -5.3256 -3.1727 1.1827 -0.0063 0.0024 0.0054
H -4.5560 -2.3405 2.5382 0.0011 -0.0045 0.0007
H -5.4037 -1.4127 1.3072 -0.0002 0.0024 -0.0032
H -0.3148 2.1585 -2.2211 0.0012 -0.0148 0.0093
H -1.6014 3.2371 -2.7437 0.0153 0.0256 -0.0008
H -0.3923 3.8172 -1.6017 0.0084 -0.0131 0.0146
H -3.6009 3.8748 -0.7721 -0.0167 -0.0064 -0.0039
H -5.3274 3.1730 1.1861 -0.0065 -0.0023 0.0055
H -5.4051 1.4130 1.3091 -0.0002 -0.0022 -0.0033
H -4.5571 2.3399 2.5406 0.0011 0.0048 0.0004
O 2.8035 -1.3980 -2.6026 -0.0035 -0.0099 0.0199
C 2.1291 -1.1766 -1.6206 0.0772 -0.0274 -0.1954
N 1.5374 -0.0015 -1.2346 -0.1196 -0.0047 0.1214
C 2.1261 1.1742 -1.6233 0.1000 0.0196 -0.1820
O 2.8001 1.3951 -2.6056 -0.0106 0.0125 0.0135
C 1.9253 2.2730 -0.6040 0.0117 0.0433 0.0106
C 2.4297 3.5451 -0.8281 0.0039 -0.0190 -0.0215
C 2.1993 4.5176 0.1260 0.0343 0.0391 -0.0307
C 1.4672 4.1915 1.2597 -0.0304 0.0020 0.0498
C 1.0091 2.8954 1.4042 0.0205 -0.0408 -0.0159
N 1.2552 1.9510 0.4964 -0.1459 0.1736 0.1055
C 1.9274 -2.2756 -0.6014 0.0178 -0.0360 0.0131
C 2.4319 -3.5477 -0.8253 0.0018 0.0188 -0.0215
C 2.2008 -4.5204 0.1286 0.0332 -0.0405 -0.0297
C 1.4681 -4.1943 1.2618 -0.0310 -0.0001 0.0477
C 1.0101 -2.8982 1.4063 0.0221 0.0392 -0.0157
N 1.2566 -1.9537 0.4987 -0.1461 -0.1701 0.1052
H 2.9733 3.7321 -1.7430 -0.0011 -0.0011 -0.0018
H 2.5739 5.5235 -0.0129 0.0015 -0.0004 -0.0013
H 1.2506 4.9279 2.0209 0.0020 0.0005 0.0011
H 0.4247 2.5907 2.2646 -0.0103 -0.0062 -0.0020
H 2.9762 -3.7346 -1.7398 -0.0011 0.0010 -0.0021
H 2.5754 -5.5263 -0.0103 0.0015 0.0006 -0.0011
H 1.2511 -4.9308 2.0228 0.0020 -0.0004 0.0009
H 0.4255 -2.5934 2.2665 -0.0101 0.0055 -0.0024